Entry 1:
Formula: C5H9OP
Source: the OMol25 dataset
Level of theory: the ωB97M-V functional and the def2-TZVPD basis

Geometry as XYZ:
```
16
Properties=species:S:1:pos:R:3:forces:R:3:lowdin_spin:R:1
C -0.7944 0.6518 -0.2366 0.2 0.0 0.3 0.022
C 0.1648 1.7722 -0.6336 0.3 0.2 0.2 0.098
C 1.3787 -0.5472 0.1372 -0.5 -1.2 1.8 0.524
C -0.0273 -0.4397 0.4945 -1.3 -0.3 -1.2 0.054
C -0.8204 -1.6334 0.9727 0.4 0.3 0.1 0.017
O 1.0046 0.0147 1.3451 0.8 0.0 0.7 0.173
P 1.7317 1.0515 -1.3355 -0.2 1.6 -1.6 0.975
H -1.5969 1.0397 0.3949 -0.1 0.0 0.0 0.001
H -1.2439 0.2076 -1.1284 0.0 0.0 0.0 0.001
H -0.3002 2.4643 -1.3357 0.1 -0.1 0.0 0.019
H 0.4634 2.3421 0.2525 -0.1 0.0 -0.1 0.007
H 1.9977 -1.4267 0.1208 0.4 -0.3 0.0 0.036
H -0.1518 -2.4458 1.2483 0.0 -0.1 0.0 0.002
H -1.4916 -1.9711 0.1878 -0.1 0.0 -0.1 0.000
H -1.4091 -1.3646 1.8463 -0.2 0.1 0.1 0.007
H 1.0946 0.2845 -2.3302 0.2 0.0 -0.3 0.064
```
Positions in Å, forces in eV/Å.

As for the frontier orbital gap (spin up / spin down): 0.208 / 0.262 Eh. The calculation puts the energy relative to the best compared isomer or geometry (same formula, charge and spin) at 49.1 kcal per mole. For the LUMO energy (spin up / spin down), the calculation gives 0.9 / -2.4 eV. The total charge is 0. The value obtained for the electronic energy is -612.287206 hartree. The multiplicity is 3. As for the largest force on an atom: 2.3 eV/A.

Entry 2:
Formula: C4H12NOS
Source: the OMol25 dataset
Level of theory: the ωB97M-V functional and the def2-TZVPD basis

Geometry as XYZ:
```
19
Properties=species:S:1:pos:R:3:forces:R:3:nbo_charge:R:1
C 0.9924 1.0957 0.5045 -4.6 0.9 3.6 -0.427
N 0.8587 -0.2339 -0.0235 -0.3 -0.2 -0.3 -0.638
C 1.7558 -1.2368 0.5692 2.8 -1.9 -1.2 -0.474
S -0.6826 -0.7763 -0.1623 0.8 -0.4 -1.3 2.047
C -1.4025 0.0933 -1.5068 -2.8 0.0 3.3 -0.808
C -1.6132 -0.4624 1.3056 -2.9 0.1 -1.2 -0.914
O -0.6546 -2.1488 -0.5706 -0.2 -0.1 0.9 -0.857
H 1.9201 1.4901 0.3811 2.7 0.9 -0.6 0.244
H 0.1966 1.8673 0.2170 1.1 -1.3 -0.5 0.226
H 0.7415 1.0780 1.6537 1.0 0.0 -1.7 0.184
H 2.8952 -0.9699 0.6018 -2.4 0.5 0.0 0.267
H 1.4613 -1.6329 1.5235 -0.3 0.4 0.8 0.211
H 1.8405 -2.1604 -0.0689 -0.6 1.1 0.3 0.259
H -0.8759 -0.2445 -2.2918 1.8 -0.9 -3.0 0.272
H -1.4015 1.1229 -1.3173 0.3 1.6 -0.1 0.255
H -2.4701 -0.2209 -1.5304 0.7 -0.1 -0.1 0.281
H -2.4272 0.3314 1.2145 1.1 -1.0 -0.5 0.295
H -1.0738 -0.1478 2.1308 1.6 0.2 1.5 0.276
H -2.1225 -1.4202 1.4676 0.2 0.2 0.2 0.303
```
Positions in Å, forces in eV/Å.

As for the frontier orbital gap: 0.432 Eh. The calculation puts the energy relative to the best compared isomer or geometry (same formula, charge and spin) at 70.1 kcal per mole. For the LUMO energy, the calculation gives -3.0 eV. The total charge is +1. The value obtained for the electronic energy is -687.433882 hartree. As for the largest force on an atom: 5.9 eV/A.

Entry 3:
Formula: C28H38FN5O7STi
Source: the OMol25 dataset
Level of theory: the ωB97M-V functional and the def2-TZVPD basis

Geometry as XYZ:
```
81
Properties=species:S:1:pos:R:3:forces:R:3:mulliken_charge:R:1
Ti -0.4881 -0.5613 0.4605 -1.7 -0.4 0.6 0.966
F -5.7994 -0.6673 -3.7794 0.0 0.0 0.0 -0.336
C -4.6443 -1.3479 -3.8726 0.0 0.0 0.1 0.488
C -3.6671 -1.0984 -2.9590 0.0 0.0 0.0 -0.740
C -2.4758 -1.8356 -2.9891 0.0 0.1 -0.1 0.926
C -1.4525 -1.5906 -2.0069 0.1 -0.4 -0.3 1.505
O -1.6203 -0.7057 -1.0987 -0.9 -0.3 -1.4 -0.802
C -0.3123 -2.4321 -2.0583 -0.3 0.5 0.4 -0.019
C -0.2121 -3.3879 -3.0315 0.1 0.0 0.0 -0.399
N -1.1330 -3.5664 -3.9862 0.2 0.0 0.0 0.239
C -0.9213 -4.5977 -4.9890 -0.1 -0.1 -0.1 -0.306
C -0.7193 -4.1938 -6.4202 0.0 0.1 -0.1 -0.438
C 0.4271 -4.7324 -5.6231 0.1 0.0 0.0 -0.973
C -2.3079 -2.8302 -3.9675 -0.1 0.2 0.1 -0.125
C -3.3240 -3.0507 -4.9041 -0.1 -0.1 -0.2 -0.877
C -4.5016 -2.3213 -4.8859 0.2 0.0 0.2 -0.905
N -5.4867 -2.5593 -5.8581 -0.1 -0.1 -0.2 0.255
C -6.4809 -1.5514 -6.1940 0.0 -0.1 0.0 -0.653
C -6.9291 -1.7377 -7.6367 0.1 0.3 0.2 -0.991
N -7.4610 -3.1282 -7.8313 0.0 0.0 -0.1 -0.125
C -6.4387 -4.1538 -7.4426 0.2 -0.2 0.2 -0.708
C -6.0187 -3.9047 -6.0024 -0.1 0.1 0.0 -0.629
C 0.6777 -2.3461 -0.9293 0.2 -1.0 -0.5 0.431
O 1.1465 -3.3255 -0.4139 0.2 0.1 -0.2 -0.574
O 0.9046 -1.1017 -0.5085 1.3 -0.5 -0.9 -0.712
H -3.8075 -0.3520 -2.1886 -0.1 0.0 0.0 0.652
H 0.6454 -4.0464 -3.0618 0.0 0.0 0.0 0.693
H -1.4808 -5.5015 -4.7808 0.0 0.0 0.0 0.429
H -0.7090 -3.1361 -6.6483 0.0 0.0 0.1 0.242
H -1.1572 -4.8144 -7.1897 0.0 0.0 0.0 0.325
H 1.2045 -4.0365 -5.3377 0.0 0.0 0.0 0.351
H 0.7819 -5.7332 -5.8206 0.0 0.0 0.0 0.268
H -3.1743 -3.7851 -5.6822 0.0 0.0 0.0 0.775
H -6.0527 -0.5562 -6.1152 0.0 0.0 0.0 0.499
H -7.3533 -1.5894 -5.5271 0.0 0.0 0.0 0.429
H -6.0939 -1.6096 -8.3226 0.0 -0.1 0.0 0.370
H -7.7148 -1.0257 -7.8830 0.0 -0.1 -0.1 0.443
H -7.7493 -3.2611 -8.8021 0.0 0.0 0.0 0.355
H -8.2983 -3.2509 -7.2554 0.0 0.0 0.0 0.398
H -5.5926 -4.0388 -8.1175 0.0 0.0 -0.1 0.380
H -6.8699 -5.1463 -7.5594 -0.1 0.0 -0.1 0.399
H -5.2778 -4.6458 -5.7164 0.0 0.0 0.0 0.447
H -6.8921 -4.0479 -5.3453 0.0 0.0 0.0 0.230
O 0.8146 0.9423 3.7434 -0.1 -0.1 0.0 -0.480
C 0.2817 0.7128 2.7146 -0.1 0.5 0.2 0.624
O 0.1687 -0.4887 2.1142 1.0 0.0 1.8 -0.455
C -0.4243 1.7822 1.7912 0.4 0.1 0.9 0.457
O -0.4813 2.9363 2.0236 -0.1 -0.1 -0.2 -0.455
O -0.9284 1.1311 0.7213 -0.2 1.6 -0.3 -0.529
C -4.7735 -1.3870 7.1639 0.0 0.0 -0.1 -1.402
C -4.3263 -1.9352 5.8116 0.0 0.0 0.1 -0.353
C -3.2092 -2.9703 5.9534 -0.1 0.0 -0.1 -0.382
C -3.0392 -3.8411 4.7140 0.1 0.0 0.2 -0.454
N -2.8257 -3.0615 3.4899 -0.1 -0.1 -0.1 0.032
C -1.7526 -2.8788 2.7371 0.2 0.3 -0.1 0.544
S -2.0903 -2.2350 1.1317 -0.2 -0.3 0.0 -0.459
N -0.5093 -3.1505 3.0647 0.0 -0.1 0.1 0.225
C 0.1125 -3.4226 4.3678 0.2 -0.1 0.1 -0.389
C 0.8673 -4.7508 4.4161 -0.2 0.0 0.0 -0.734
C 0.0339 -6.0331 4.3369 0.0 0.1 -0.1 -0.544
C -0.5206 -6.3643 2.9517 0.0 0.0 0.1 -0.947
H -5.4960 -0.5818 7.0372 0.0 0.0 0.0 0.373
H -3.9246 -0.9937 7.7245 0.0 0.0 0.0 0.345
H -5.2428 -2.1686 7.7622 0.0 0.0 0.0 0.367
H -3.9819 -1.1079 5.1852 0.0 0.0 -0.1 0.246
H -5.1867 -2.3878 5.3053 0.0 0.0 0.0 0.345
H -3.4355 -3.6415 6.7858 0.0 0.0 0.0 0.409
H -2.2712 -2.4626 6.1937 0.0 0.0 0.1 0.206
H -3.9505 -4.4200 4.5547 0.0 0.0 -0.1 0.577
H -2.2266 -4.5502 4.8317 0.0 -0.1 -0.1 -0.433
H -3.6652 -2.6755 3.0860 0.0 0.0 0.0 0.352
H 0.1624 -2.9801 2.3329 0.0 0.0 -0.1 0.108
H -0.6304 -3.3543 5.1559 0.0 0.0 0.0 0.019
H 0.8295 -2.6143 4.5260 -0.1 0.1 0.0 0.334
H 1.4140 -4.7477 5.3611 0.1 0.0 0.0 0.402
H 1.6157 -4.7572 3.6178 0.0 0.0 0.0 0.382
H -0.7762 -5.9975 5.0708 0.0 0.0 0.0 0.284
H 0.6780 -6.8559 4.6512 0.0 0.0 0.0 0.381
H -1.2714 -5.6484 2.6146 0.0 0.0 0.0 0.127
H -0.9890 -7.3488 2.9599 0.0 0.0 0.0 0.368
H 0.2822 -6.3813 2.2125 0.0 0.0 0.0 0.324
```
Positions in Å, forces in eV/Å.

As for the frontier orbital gap: 0.302 Eh. The calculation puts the energy relative to the best compared isomer or geometry (same formula, charge and spin) at 11.7 kcal per mole. For the LUMO energy, the calculation gives -5.7 eV. The total charge is +2. The value obtained for the electronic energy is -3237.417294 hartree. As for the largest force on an atom: 2.0 eV/A.